1.
The following is a quantum chemistry calculation of 5 unconnected molecules or ions with the total composition C23H47BF3N2O16S, from OMol25.

```
93
Properties=species:S:1:pos:R:3:forces:R:3:lowdin_charge:R:1
C -1.865584 -4.125199 -1.386875 0.3 0.1 0.7 -0.043
C -1.269047 -5.175257 -0.452287 -0.2 0.0 -0.7 -0.176
O -0.240958 -4.619714 0.406487 -0.4 -0.3 0.6 0.111
B -0.594997 -4.207985 1.642575 0.4 -0.1 -0.2 -0.674
O -0.048415 -4.584463 2.809951 -0.3 0.1 -0.3 0.266
N -1.694688 -3.122119 1.777832 0.3 -0.1 0.3 0.055
C -2.967031 -3.624509 2.395080 -0.1 0.2 0.3 -0.048
C -4.048254 -2.523462 2.329265 -0.3 -0.1 -0.3 -0.137
N -3.542645 -1.215929 1.928517 0.4 -0.5 0.1 -0.013
C -2.262058 -0.838008 2.474511 0.0 0.4 -0.5 -0.343
S -2.429836 -0.077605 4.096660 0.4 -0.4 0.5 0.786
O -1.234818 0.673682 4.335632 -0.3 0.1 -0.1 -0.244
O -2.844856 -1.111611 5.008443 -0.1 0.2 -0.2 -0.258
C -3.869518 1.091481 3.870051 0.3 -0.2 0.1 -0.692
F -4.996117 0.429862 4.035984 -0.2 0.0 0.0 0.171
F -3.817983 1.615634 2.653482 0.0 0.2 -0.1 0.162
F -3.753558 2.037644 4.777620 -0.1 0.1 0.1 0.183
C -1.222646 -1.968426 2.621934 -0.1 0.1 -0.3 -0.049
H -1.171620 -3.285340 -1.417855 0.1 0.1 -0.3 0.089
H -2.002854 -4.515521 -2.388146 -0.2 0.0 -0.1 0.086
H -2.815824 -3.759360 -0.997217 -0.2 0.0 -0.2 0.077
H -2.043466 -5.656374 0.145774 0.0 0.0 0.2 0.120
H -0.804356 -5.970308 -1.025609 0.3 0.0 0.1 0.132
H 0.516371 -5.362889 2.717975 0.2 0.1 0.1 0.151
H -1.861686 -2.762961 0.837500 -0.2 0.0 -0.1 0.163
H -3.303718 -4.537800 1.913959 0.1 -0.1 -0.2 0.135
H -2.706023 -3.853501 3.424469 0.0 -0.1 0.1 0.143
H -4.796404 -2.801379 1.590942 -0.1 0.0 0.0 0.131
H -4.572351 -2.476037 3.280110 0.1 0.1 0.1 0.124
H -3.506399 -1.145164 0.921573 -0.2 0.3 0.0 0.131
H -1.839572 -0.070977 1.827790 0.0 0.2 0.1 0.145
H -1.138439 -2.327377 3.642876 0.1 -0.1 0.0 0.135
H -0.258797 -1.633402 2.249162 0.1 0.0 0.0 0.136
C -7.150961 -3.825692 -6.723678 0.2 0.0 0.0 -0.060
C -7.085323 -3.613565 -5.228425 -0.3 0.0 -0.1 -0.203
O -5.748250 -3.789860 -4.714866 0.0 0.0 0.0 0.035
C -4.920478 -2.775465 -4.928957 0.0 0.0 0.1 -0.616
O -5.180190 -1.729255 -5.457273 0.0 0.1 0.0 0.135
O -3.721651 -3.107606 -4.427799 0.1 0.0 0.0 -0.016
C -2.705534 -2.126035 -4.641830 0.2 0.1 0.1 -0.042
H -6.746003 -4.803085 -6.986984 -0.1 0.0 0.0 0.084
H -8.185475 -3.773437 -7.060548 0.0 0.0 0.0 0.084
H -6.578471 -3.066018 -7.253081 0.0 0.0 0.0 0.077
H -7.678243 -4.361938 -4.707463 0.1 0.0 0.1 0.122
H -7.454546 -2.629118 -4.944179 0.1 0.1 0.0 0.124
H -3.015461 -1.149709 -4.275289 -0.1 0.0 -0.1 0.097
H -2.442928 -2.052570 -5.695005 -0.1 0.0 0.0 0.103
H -1.839750 -2.467856 -4.080318 0.0 -0.1 0.0 0.077
C 1.333969 2.346867 1.990258 -0.1 -0.2 0.2 -0.048
C 2.109187 2.269573 0.699230 -0.3 0.3 0.3 -0.205
O 2.911619 1.068915 0.663849 0.0 -0.1 -0.2 0.034
C 2.278656 -0.071053 0.444631 0.3 0.1 0.1 -0.606
O 1.089229 -0.229903 0.289920 -0.3 -0.1 0.1 0.094
O 3.189902 -1.044264 0.421784 -0.1 0.0 0.0 0.020
C 2.670636 -2.359773 0.246279 0.0 -0.1 -0.1 -0.031
H 2.002163 2.260048 2.847178 0.0 0.1 0.0 0.089
H 0.792192 3.288694 2.065690 0.0 0.0 0.0 0.091
H 0.612644 1.531628 2.041897 -0.1 0.1 0.0 0.054
H 2.813521 3.094558 0.624498 0.2 -0.1 0.0 0.131
H 1.451976 2.312040 -0.168278 0.0 -0.2 0.0 0.124
H 2.037603 -2.415749 -0.636701 0.0 0.0 0.0 0.096
H 2.106917 -2.664751 1.129500 0.0 0.0 0.0 0.085
H 3.532605 -3.007552 0.124835 0.0 0.0 0.0 0.103
C 1.957200 5.233282 -6.417435 -0.1 -0.1 0.1 -0.064
C 3.134914 5.653825 -5.566816 0.0 0.2 -0.3 -0.205
O 3.024764 5.173243 -4.214599 0.0 0.0 0.0 0.040
C 3.318132 3.890243 -4.040111 0.1 0.1 0.0 -0.614
O 3.686244 3.116521 -4.883912 0.0 -0.1 0.0 0.127
O 3.146850 3.598844 -2.747257 0.0 0.0 0.1 0.009
C 3.379696 2.229704 -2.416392 0.1 -0.1 -0.1 -0.031
H 1.022236 5.549644 -5.953729 0.0 0.1 0.0 0.082
H 2.029759 5.688617 -7.404549 0.0 0.0 0.0 0.082
H 1.928957 4.151619 -6.538494 0.1 0.0 0.0 0.074
H 3.170796 6.736513 -5.469828 0.0 0.0 0.1 0.124
H 4.079444 5.320355 -5.994403 0.0 -0.1 0.0 0.125
H 4.359103 1.901247 -2.756787 0.0 0.0 -0.1 0.105
H 2.608031 1.597988 -2.857911 0.0 0.0 -0.1 0.107
H 3.331777 2.161778 -1.339107 0.1 0.1 -0.1 0.054
C 4.058593 3.908467 6.980230 0.1 -0.2 -0.1 -0.065
C 4.753858 5.057462 6.283734 -0.2 0.2 0.2 -0.207
O 5.941243 4.632411 5.594526 0.0 0.0 0.0 0.044
C 5.743441 4.015044 4.435746 0.1 0.0 0.0 -0.616
O 4.678683 3.807977 3.909968 -0.1 -0.1 -0.1 0.107
O 6.929385 3.667028 3.942659 0.0 0.0 0.0 0.011
C 6.874690 2.941438 2.711852 0.1 0.0 -0.1 -0.036
H 4.750744 3.396178 7.649023 0.0 0.0 0.1 0.083
H 3.217979 4.281250 7.565005 0.0 0.0 0.0 0.081
H 3.683383 3.184056 6.258893 0.0 0.0 0.0 0.070
H 5.105083 5.787882 7.008977 0.1 0.0 0.0 0.124
H 4.090255 5.565933 5.585327 0.0 -0.1 -0.1 0.123
H 6.296328 3.483888 1.967645 0.0 0.0 0.0 0.093
H 6.439639 1.956213 2.871744 -0.1 0.0 0.0 0.096
H 7.903296 2.841219 2.380777 0.0 0.0 0.0 0.095
```
Forces are in eV/Å.

## Properties
Charge: +1

---

2.
The following is a quantum chemistry calculation of 3 unconnected molecules or ions with the total composition C23H47BrF3N3O7, from OMol25.

```
84
Properties=species:S:1:pos:R:3:forces:R:3:lowdin_charge:R:1
C 7.127425 -4.069937 -2.661586 -0.7 -0.1 -0.8 -0.143
C 5.903010 -3.719533 -3.624416 1.2 0.2 0.0 -0.673
Br 6.129732 -4.918905 -5.215912 -0.4 0.2 0.6 0.662
C 6.002975 -2.240057 -4.167640 -0.3 -1.3 0.1 -0.168
C 5.204701 -1.161794 -3.319900 4.1 0.4 -0.9 -0.276
C 4.938636 0.000344 -4.342223 0.7 2.5 -3.4 -0.673
O 3.899000 0.686625 -4.372006 -0.9 -1.3 1.9 -0.014
O 5.900284 0.258252 -5.150769 -0.8 -1.8 2.4 -0.041
C 6.257249 -0.466218 -2.304022 -1.7 1.8 0.9 -0.081
C 5.664243 -0.742345 -0.835920 0.6 -0.2 -2.3 -0.109
C 4.119700 -0.659205 -1.224014 1.9 -1.8 2.7 -0.078
N 4.121521 -1.599561 -2.412807 -2.4 0.6 1.0 -0.041
C 2.701903 -1.690384 -2.925202 -0.5 0.1 -2.0 -0.029
C 1.897959 -2.932352 -2.387514 -0.4 0.9 0.0 -0.204
O 0.588779 -2.494672 -2.014764 0.5 -0.2 0.0 -0.012
C 1.656474 -4.015731 -3.517520 -0.8 0.2 0.3 -0.496
F 2.709229 -4.132952 -4.377321 -0.9 -0.2 1.2 0.115
F 0.576072 -3.664016 -4.262387 1.1 -0.5 0.6 0.146
F 1.382957 -5.218433 -2.908917 0.6 1.2 -1.0 0.122
H 6.862319 -4.905889 -1.961095 0.4 0.9 -0.6 0.081
H 7.464976 -3.143368 -2.135500 -0.3 -0.8 -0.2 0.064
H 7.949787 -4.413730 -3.345175 -0.6 0.4 0.9 0.057
H 4.914464 -3.998422 -3.187788 0.8 0.2 -0.4 0.057
H 5.728623 -2.210345 -5.253449 -0.1 0.1 1.2 0.102
H 7.091278 -1.967869 -4.144122 -1.2 -0.1 -0.1 0.124
H 7.339423 -0.640798 -2.482507 -1.0 -0.2 0.1 0.124
H 6.026577 0.624239 -2.479162 0.9 -0.9 0.2 0.129
H 6.024198 -1.796243 -0.655925 -1.0 0.8 0.5 0.107
H 6.030558 -0.086441 -0.016218 -0.5 -0.3 -0.8 0.118
H 3.640771 -1.267239 -0.402102 -0.4 1.1 -0.9 0.141
H 3.688123 0.353177 -1.388195 0.5 -1.0 -0.3 0.155
H 4.228095 -2.499189 -1.918800 0.9 0.2 -0.9 0.154
H 2.771427 -1.716950 -4.048411 -0.1 0.0 1.1 0.159
H 2.178684 -0.722085 -2.704540 0.5 -1.0 -0.1 0.145
H 2.363464 -3.422582 -1.487370 0.0 0.2 -0.9 0.165
H 0.631939 -1.620049 -1.594106 0.0 -0.4 -0.1 0.103
C -2.344323 0.391623 -1.833138 0.1 -0.2 0.1 -0.108
O -2.178394 -0.038274 -0.491824 -0.1 0.3 -0.3 -0.201
C -3.123063 0.531498 0.418429 0.1 -0.3 0.6 -0.201
C -4.142547 -0.507299 0.873394 0.1 0.1 -0.5 -0.206
N -5.052441 -0.876151 -0.208676 0.0 -0.1 0.2 -0.051
C -5.853602 -2.074468 0.054853 0.1 0.1 -0.2 -0.195
C -5.116320 -3.392196 0.320530 -0.4 -0.1 -0.1 -0.226
O -4.435118 -3.917464 -0.808184 0.1 0.1 0.3 -0.175
C -3.167908 -3.330030 -1.045011 0.0 -0.3 -0.4 -0.099
H -1.456030 0.096055 -2.393581 0.0 0.0 0.0 0.081
H -3.210005 -0.087490 -2.299011 -0.1 0.1 -0.1 0.076
H -2.445989 1.478359 -1.894108 -0.1 0.0 0.0 0.090
H -3.609661 1.419475 0.003046 0.0 -0.1 -0.2 0.123
H -2.552049 0.851451 1.294097 -0.1 0.0 0.0 0.107
H -4.723212 -0.101336 1.707670 0.0 0.0 0.0 0.113
H -3.581123 -1.374494 1.239406 0.1 0.1 0.2 0.101
H -4.516947 -1.034858 -1.051726 0.0 0.0 0.0 0.062
H -6.486753 -2.220237 -0.825080 0.0 -0.1 0.1 0.119
H -6.525997 -1.868562 0.894540 0.1 0.0 0.1 0.116
H -5.875746 -4.136645 0.577181 0.0 0.0 -0.1 0.120
H -4.447809 -3.338111 1.186835 0.1 0.1 -0.1 0.109
H -2.657508 -3.063377 -0.116447 0.0 0.1 0.0 0.087
H -3.267914 -2.462371 -1.700292 0.2 0.1 0.1 0.069
H -2.548901 -4.054450 -1.579995 -0.1 0.0 0.1 0.090
C -1.041036 6.686372 4.654798 0.1 -0.2 0.2 -0.113
O -1.689506 5.988868 5.704425 -0.1 0.3 -0.3 -0.194
C -3.073938 6.302922 5.838071 -0.2 -0.4 0.4 -0.210
C -3.949098 5.144215 5.375639 0.3 0.2 -0.3 -0.211
N -3.888570 4.970644 3.926358 0.0 -0.2 0.2 -0.052
C -4.451977 3.707190 3.447134 0.2 0.2 -0.1 -0.193
C -3.834683 2.398289 3.954580 -0.2 -0.1 -0.3 -0.217
O -2.516441 2.149691 3.484851 -0.1 0.1 0.3 -0.197
C -1.495623 2.824169 4.201925 0.2 -0.2 -0.3 -0.091
H 0.034415 6.559755 4.782941 -0.1 0.0 0.1 0.090
H -1.314525 6.276744 3.677810 0.0 0.2 -0.1 0.072
H -1.269816 7.754954 4.684673 0.0 0.0 -0.1 0.088
H -3.334310 7.234276 5.326042 0.1 -0.1 -0.1 0.122
H -3.252065 6.456214 6.906569 0.0 0.0 0.0 0.121
H -4.985464 5.335344 5.670687 0.0 0.0 0.0 0.123
H -3.605013 4.247063 5.902817 -0.1 0.0 0.2 0.100
H -2.924090 5.020442 3.625661 0.0 0.0 0.0 0.063
H -4.351775 3.719358 2.357677 -0.1 -0.1 0.0 0.118
H -5.525390 3.700027 3.663543 0.0 0.0 0.1 0.118
H -4.445007 1.583099 3.554249 0.0 0.0 0.0 0.108
H -3.883405 2.299086 5.044173 0.1 0.1 0.0 0.111
H -1.725818 2.918144 5.265421 -0.1 0.1 0.0 0.090
H -1.300080 3.801570 3.756433 0.0 0.1 0.2 0.069
H -0.573979 2.245579 4.099923 -0.1 -0.1 0.0 0.090
```
Forces are in eV/Å.

## Properties
Structure (SMILES): C[C@H](Br)C[C@]1(C(=O)[O-])CCC[N@H+]1C[C@@H](O)C(F)(F)F.COCCNCCOC.COCCNCCOC

---

3.
The following is a quantum chemistry calculation of 2 unconnected molecules or ions with the total composition C23H47BrN3O3PS, from OMol25.

```
79
Properties=species:S:1:pos:R:3:forces:R:3:lowdin_charge:R:1
C -3.070413 -1.423654 -4.196448 -0.7 -0.5 0.0 -0.116
O -3.012756 -0.316612 -5.100780 1.0 0.1 1.2 -0.194
C -1.670187 0.050328 -5.422972 0.9 0.5 -1.4 -0.252
C -1.486261 1.610536 -5.501131 -0.8 0.3 0.0 -0.177
C -1.854467 2.397743 -4.173368 0.1 -0.9 -0.2 -0.187
C -1.441626 1.676627 -2.823324 -0.4 0.4 0.3 -0.204
C -2.729087 1.314044 -1.956668 0.5 0.7 0.5 -0.197
C -2.382238 0.691010 -0.539461 -0.3 -0.4 -0.7 -0.182
C -2.343959 -0.910162 -0.551529 0.5 0.8 0.9 -0.178
C -0.825712 -1.336092 -0.609920 -0.4 -0.2 0.3 -0.218
C -0.571880 -2.849913 -1.014520 0.4 1.4 -0.6 -0.179
C 0.635106 -2.914849 -2.033672 0.1 -1.1 -0.1 -0.212
C 2.058222 -2.678707 -1.383265 -0.6 0.1 0.4 -0.166
C 2.484164 -1.172124 -1.243964 0.6 -1.0 1.5 -0.196
N 2.817881 -0.482772 -2.548492 0.4 1.1 0.9 -0.320
N 2.796318 -1.348588 -3.711047 -2.5 1.8 -4.2 -0.089
C 2.421633 -0.618987 -4.720410 1.2 -0.2 -0.3 -0.693
S 2.228885 0.495067 -5.922608 0.1 -2.3 2.5 0.667
P 4.548125 0.166626 -2.385764 2.2 1.6 1.0 0.700
O 4.559462 1.736340 -3.069954 -1.3 -2.6 0.3 -0.345
Br 5.787849 -1.235056 -3.702963 -0.7 0.9 0.2 0.291
H -3.144571 -2.366908 -4.804348 0.3 0.6 0.7 0.099
H -4.008884 -1.344499 -3.581604 0.8 0.0 -0.7 0.092
H -2.212977 -1.456656 -3.465703 -0.6 0.0 -0.9 0.071
H -1.464504 -0.346155 -6.462228 0.0 0.3 0.9 0.126
H -0.893179 -0.419860 -4.754657 -0.9 0.4 -0.4 0.090
H -0.460702 1.909759 -5.857621 -0.8 -0.7 0.4 0.073
H -2.192261 1.971352 -6.308273 0.7 -0.3 0.8 0.115
H -2.975924 2.498635 -4.162994 1.2 0.2 0.0 0.110
H -1.357482 3.402944 -4.218296 -0.7 -0.8 0.0 0.105
H -0.830736 2.416057 -2.224243 -0.6 -0.8 -0.4 0.107
H -0.783238 0.774063 -2.966947 -0.7 0.8 -0.1 0.076
H -3.468869 0.690418 -2.522386 0.8 0.4 0.4 0.095
H -3.235690 2.305996 -1.769278 0.4 -0.9 -0.3 0.112
H -3.124775 1.078363 0.210340 0.8 -0.5 -0.6 0.110
H -1.349216 1.049316 -0.270994 -1.1 -0.2 0.1 0.093
H -2.968989 -1.326976 -1.386915 0.7 0.4 0.7 0.083
H -2.765865 -1.291195 0.421880 0.3 0.3 -1.0 0.118
H -0.389711 -1.171028 0.415197 -0.5 0.1 -0.8 0.098
H -0.300698 -0.600630 -1.295525 -0.5 -1.0 0.4 0.076
H -0.390315 -3.438493 -0.072944 -0.2 0.3 -1.1 0.119
H -1.478298 -3.227109 -1.556823 0.7 0.1 0.6 0.104
H 0.651007 -3.951911 -2.487208 0.1 1.0 0.4 0.114
H 0.455813 -2.218972 -2.905819 0.1 -0.6 1.0 0.091
H 1.991674 -3.078161 -0.326277 0.2 0.6 -1.0 0.128
H 2.878456 -3.282168 -1.864163 -0.9 0.8 0.2 0.113
H 3.436002 -1.164393 -0.629074 -1.0 0.1 -0.6 0.090
H 1.759162 -0.525104 -0.693627 0.4 -0.7 -0.6 0.106
H 2.209991 0.345463 -2.664093 -0.1 -0.5 -0.1 0.133
H 3.617871 1.977427 -3.181978 0.6 0.4 -0.4 0.034
C 0.070434 -1.054177 6.244292 0.0 -0.1 0.4 -0.034
C -0.468894 0.077313 5.347939 0.2 -0.1 1.2 -0.503
C -0.083955 1.442074 5.953166 0.1 0.3 -0.1 -0.153
C 1.397497 1.801282 5.856933 0.1 0.2 0.1 -0.182
C 2.100790 1.157077 4.662024 0.1 -0.2 0.2 -0.149
C 1.166396 0.752510 3.504897 0.8 0.3 0.3 -0.519
N 0.146278 -0.146799 4.029926 -1.1 0.1 -1.2 -0.164
O -0.710665 -0.583133 3.081916 0.5 0.1 0.1 -0.171
C 2.029578 -0.025662 2.502077 0.1 -0.2 -0.3 -0.047
C 0.631693 2.012752 2.803712 -0.2 0.2 -0.2 -0.020
C -2.003642 0.008199 5.394702 0.0 -0.2 -0.5 -0.051
H -0.221242 -2.032049 5.855477 0.0 0.1 -0.1 0.085
H -0.320821 -0.975182 7.264915 0.0 0.0 0.0 0.080
H 1.160660 -1.038910 6.309510 0.0 0.1 -0.1 0.072
H -0.660292 2.229604 5.457768 -0.1 -0.2 -0.1 0.103
H -0.389570 1.485634 7.004119 -0.1 -0.2 -0.1 0.116
H 1.492055 2.890127 5.801756 0.0 -0.1 0.0 0.106
H 1.913421 1.505427 6.774831 0.0 0.0 -0.1 0.105
H 2.885871 1.829602 4.302289 -0.1 -0.1 -0.2 0.114
H 2.628356 0.265768 5.017939 -0.1 -0.1 -0.2 0.108
H 2.394140 -0.958961 2.938939 -0.1 0.1 0.1 0.088
H 2.904656 0.560943 2.201863 -0.1 0.1 0.1 0.080
H 1.474836 -0.271828 1.592570 -0.2 0.0 0.2 0.044
H 1.462160 2.622805 2.431591 0.1 -0.1 0.1 0.081
H 0.037076 2.647529 3.463186 0.0 -0.1 0.0 0.075
H 0.009838 1.759133 1.941669 -0.1 -0.2 0.1 0.064
H -2.358716 0.135008 6.421793 0.3 0.1 0.0 0.081
H -2.382000 -0.953654 5.046434 0.1 0.1 -0.1 0.076
H -2.458092 0.797188 4.790627 0.1 -0.1 -0.1 0.081
```
Forces are in eV/Å.

## Properties
Energy above the lowest of the compared OMol25 structures with the same formula, charge and spin: 0.000 eV

---

| no. | frontier orbital gap (eV) |
| --- | --- |
| 1 | 9.4 |
| 2 | 7.8 |
| 3 | 1.7 |